Arrangement P

C49H46I2NO5P2SiV | ωB97M-V/def2-TZVPD

Results
Total charge: +1
Frontier orbital gap (alpha / beta) in eV: 5.76 / 6.69
Multiplicity: 2

Element x y z (Å)
1 V 0.80089 -0.29352 0.54301
2 I -1.40990 5.39158 3.31843
3 C -0.61759 7.18399 4.32851
4 I 1.39718 7.24351 4.91067
5 H -1.27727 7.22071 5.20280
6 H -0.71079 8.04857 3.64822
7 O -1.27726 1.79597 1.83041
8 C -1.72453 1.07173 0.98930
9 O -0.95781 0.05790 0.53375
10 C -3.07819 1.25339 0.54057
11 C -3.43509 2.55543 0.20727
12 C -4.60531 2.83100 -0.48266
13 C -5.62048 1.86985 -0.55377
14 C -5.27444 0.59143 -0.15597
15 C -4.03146 0.25697 0.41529
16 P -3.77519 -1.48005 0.80007
17 C -2.77871 -2.14111 -0.54853
18 C -1.75007 -3.01971 -0.33256
19 C -1.17625 -3.75595 -1.33959
20 C -1.63614 -3.53904 -2.62018
21 C -2.64701 -2.58802 -2.91700
22 C -3.18092 -1.78220 -1.87369
23 C -5.32983 -2.47147 0.62978
24 C -5.29101 -3.75179 0.11648
25 C -6.41425 -4.60723 0.22094
26 C -7.57298 -4.20596 0.79298
27 C -7.61957 -2.87584 1.31332
28 C -6.51782 -2.05171 1.29647
29 H -2.73012 3.31879 0.36192
30 H -4.74816 3.82499 -0.85465
31 H -6.55580 2.07879 -1.03461
32 H -6.05115 -0.20436 -0.29643
33 H -1.54514 -3.43798 0.68528
34 H -0.38519 -4.44833 -1.13672
35 H -1.22572 -4.05193 -3.43396
36 H -3.02640 -2.45410 -3.86935
37 H -3.89346 -0.91847 -1.98261
38 H -4.51492 -4.20087 -0.44373
39 H -6.29920 -5.63452 -0.14141
40 H -8.49022 -4.81325 0.77309
41 H -8.59432 -2.60506 1.69106
42 H -6.67447 -1.07166 1.79689
43 O 1.79155 -4.22466 0.95423
44 C 1.91513 -3.11173 0.63746
45 O 0.88152 -2.17042 0.62795
46 C 3.22133 -2.46729 -0.00709
47 P 2.68546 -1.16612 -1.05439
48 C 1.88761 -1.66404 -2.57433
49 C 0.91292 -0.85779 -3.25190
50 C 0.48454 -1.24545 -4.50625
51 C 1.00969 -2.38249 -5.10021
52 C 1.96895 -3.15915 -4.48002
53 C 2.35230 -2.80492 -3.21071
54 C 4.19213 -0.32405 -1.50760
55 C 4.46470 -0.13557 -2.83932
56 C 5.37583 0.80344 -3.32398
57 C 6.06952 1.56259 -2.36778
58 C 5.86636 1.34849 -1.00142
59 C 4.94521 0.39320 -0.62453
60 H 3.69221 -3.32411 -0.50478
61 H 3.94399 -2.17622 0.64554
62 H 0.54178 0.01242 -2.73376
63 H -0.16990 -0.46529 -4.98709
64 H 0.74327 -2.58111 -6.09175
65 H 2.41981 -4.00306 -5.03187
66 H 3.13061 -3.33731 -2.72930
67 H 3.90326 -0.66277 -3.54893
68 H 5.55250 0.99653 -4.40646
69 H 6.68517 2.39265 -2.76562
70 H 6.46763 1.94446 -0.30681
71 H 4.87794 0.13586 0.40913
72 C -0.62157 -1.50794 3.29029
73 Si 1.07838 -0.92627 3.69240
74 C 1.08892 0.33381 5.07497
75 C 2.18396 -2.26293 4.11211
76 N 1.67191 -0.03952 2.12215
77 C 2.52908 1.05929 2.02583
78 C 3.55996 1.20121 2.97468
79 C 4.35701 2.38195 2.85392
80 C 4.24994 3.27519 1.84600
81 C 3.30963 3.05073 0.86102
82 C 2.47881 1.93547 0.96924
83 O 1.44088 1.62098 0.11408
84 C 1.14678 2.55691 -1.01595
85 C 1.82842 2.35654 -2.18454
86 C 1.45166 3.14917 -3.26764
87 C 0.50078 4.12836 -3.17038
88 C -0.13073 4.33201 -1.93881
89 C 0.22401 3.54010 -0.85221
90 H -1.03944 -1.80750 4.27687
91 H -0.75407 -2.31576 2.63943
92 H -1.32974 -0.73905 2.83928
93 H 2.17044 0.40521 5.35687
94 H 0.35522 0.12549 5.81874
95 H 0.75707 1.21721 4.62200
96 H 1.83878 -2.62544 5.07471
97 H 3.24033 -1.95493 4.21447
98 H 2.11653 -3.15405 3.42914
99 H 3.70057 0.40467 3.64277
100 H 5.14787 2.58388 3.56283
101 H 4.82120 4.19517 1.87083
102 H 3.10445 3.57112 -0.07946
103 H 2.63927 1.67121 -2.16421
104 H 2.05156 3.00383 -4.16783
105 H 0.40422 4.82674 -3.94231
106 H -0.88928 5.11720 -1.88559
107 H -0.24972 3.77342 0.13678


Arrangement Q

C49H46I2NO5P2SiV | ωB97M-V/def2-TZVPD

Results
Total charge: +1
Frontier orbital gap (alpha / beta) in eV: 6.02 / 5.78
Multiplicity: 2

Element x y z (Å)
1 V -13.62345 -15.08823 9.19161
2 I -9.09674 -9.70450 9.77057
3 C -8.25638 -11.58832 10.23328
4 I -9.71403 -13.09779 9.61730
5 H -8.15523 -11.65412 11.27770
6 H -7.32934 -11.59174 9.71117
7 O -15.18931 -18.62247 8.44392
8 C -14.29907 -17.84099 8.06646
9 O -13.86435 -16.95052 8.96445
10 C -13.70278 -17.79121 6.67283
11 C -14.24016 -18.61719 5.72196
12 C -13.73287 -18.71983 4.44914
13 C -12.58920 -17.88850 4.15854
14 C -12.00130 -17.07878 5.18255
15 C -12.54486 -17.06610 6.45144
16 P -11.54208 -16.10509 7.68323
17 C -10.89626 -17.33373 8.84517
18 C -10.46328 -16.96738 10.07308
19 C -10.21420 -17.91253 11.10384
20 C -10.39975 -19.22751 10.76099
21 C -10.78212 -19.65222 9.51585
22 C -11.06375 -18.69466 8.50709
23 C -10.06506 -15.47567 6.76774
24 C -8.77781 -15.88974 7.07342
25 C -7.69769 -15.50204 6.25610
26 C -7.88124 -14.59225 5.21126
27 C -9.14574 -14.04791 4.99295
28 C -10.21418 -14.52199 5.75506
29 H -15.11354 -19.14622 6.09893
30 H -14.27147 -19.34844 3.81231
31 H -12.08075 -17.86646 3.23219
32 H -11.08603 -16.61878 4.80516
33 H -10.38852 -15.97963 10.41097
34 H -9.99062 -17.62753 12.08958
35 H -10.22109 -20.00212 11.50885
36 H -11.07550 -20.70266 9.40322
37 H -11.50647 -18.96492 7.50895
38 H -8.50628 -16.33434 8.03325
39 H -6.72575 -15.91241 6.53197
40 H -7.06383 -14.12428 4.66798
41 H -9.37215 -13.24562 4.22674
42 H -11.13453 -13.91129 5.71648
43 O -12.57605 -14.32077 12.58090
44 C -12.98902 -13.71093 11.63044
45 O -12.71123 -14.17847 10.44181
46 C -13.61493 -12.29905 11.83206
47 P -12.98141 -10.96198 10.83314
48 C -11.87755 -10.11825 11.94702
49 C -11.86452 -8.74013 11.97500
50 C -10.94058 -8.06445 12.70837
51 C -10.01959 -8.72858 13.48570
52 C -10.02603 -10.11369 13.43798
53 C -10.99032 -10.86166 12.80635
54 C -14.46881 -9.94389 10.84962
55 C -14.77476 -9.26608 9.69351
56 C -15.91444 -8.41360 9.63729
57 C -16.62018 -8.23495 10.77294
58 C -16.27391 -8.83677 11.99934
59 C -15.25314 -9.74440 11.95264
60 H -13.66662 -12.07356 12.94225
61 H -14.63629 -12.53888 11.54025
62 H -12.56948 -8.16989 11.36353
63 H -10.96698 -7.00308 12.60207
64 H -9.21099 -8.15006 13.92292
65 H -9.27007 -10.59442 14.02723
66 H -11.05130 -11.91109 12.86929
67 H -14.07482 -9.25863 8.85138
68 H -16.25285 -7.87236 8.75977
69 H -17.49883 -7.56998 10.80398
70 H -16.86416 -8.66723 12.91175
71 H -15.01185 -10.26673 12.87996
72 C -17.41009 -16.93117 10.44408
73 Si -15.98643 -16.03095 11.34432
74 C -16.60606 -15.25141 12.96126
75 C -14.65161 -17.25896 11.92930
76 N -15.47241 -14.78483 10.04273
77 C -16.27584 -13.93612 9.36460
78 C -17.55632 -13.49522 9.72464
79 C -18.21686 -12.50469 9.07546
80 C -17.69006 -11.91876 7.96730
81 C -16.43437 -12.30302 7.48412
82 C -15.81472 -13.31400 8.13968
83 O -14.54681 -13.70411 7.85527
84 C -13.82040 -13.04519 6.87527
85 C -12.83791 -12.12242 7.22859
86 C -12.20360 -11.31688 6.26192
87 C -12.50387 -11.47164 4.93839
88 C -13.29987 -12.51600 4.58006
89 C -14.00274 -13.32033 5.55572
90 H -17.77110 -17.78979 10.99961
91 H -16.97062 -17.10960 9.42874
92 H -18.20509 -16.22298 10.56713
93 H -16.77698 -16.15720 13.64371
94 H -17.49882 -14.62164 12.97217
95 H -15.90643 -14.55746 13.51999
96 H -14.67147 -17.41765 13.02985
97 H -13.58020 -17.07494 11.75511
98 H -14.84363 -18.18408 11.41842
99 H -17.91225 -13.97904 10.54380
100 H -19.15329 -12.32182 9.57960
101 H -18.14004 -11.00960 7.52139
102 H -15.96914 -11.79447 6.69188
103 H -12.56613 -11.88744 8.28492
104 H -11.60528 -10.44925 6.57833
105 H -12.07563 -10.77573 4.17348
106 H -13.31634 -12.71371 3.49609
107 H -14.78383 -14.05881 5.33267


Verdict on stability: arrangement P comes out on top.


Arrangement P

C4H9N2S | ωB97M-V/def2-TZVPD

Results
Total charge: +1
Frontier orbital gap (alpha / beta) in eV: 8.31 / 8.19
Multiplicity: 1

Element x y z (Å)
1 C -0.45381 -1.00473 1.87218
2 C 1.20162 0.27003 0.95662
3 C 0.01292 0.18546 -0.02168
4 C -0.63687 0.95289 -2.50547
5 N 0.81452 -0.69280 1.94990
6 N -1.03262 -0.49499 0.75822
7 S -0.26276 1.70225 -0.90232
8 H -1.05607 -1.69917 2.48277
9 H 2.13194 0.09173 0.49115
10 H 1.04003 1.21519 1.45155
11 H 0.52915 -1.29335 -1.45051
12 H 0.22696 0.20485 -2.51910
13 H -0.24328 1.73627 -3.17798
14 H -1.75138 0.62276 -2.45146
15 H 1.48074 -1.29580 2.53606
16 H -2.00109 -0.50058 0.53008


Arrangement Q

C4H9N2S | ωB97M-V/def2-TZVPD

Results
Total charge: +1
Frontier orbital gap in eV: 7.57
Multiplicity: 1

Element x y z (Å)
1 C 0.01144 1.45954 0.21169
2 C -1.14286 -1.98415 -0.12108
3 C 0.17140 0.10234 -0.28030
4 C 1.66990 -0.28337 -0.39896
5 N -0.96953 2.02480 0.75708
6 N -0.52654 -0.93623 0.53005
7 S -1.36574 -2.09299 -1.72064
8 H 0.93287 2.01463 0.11849
9 H -1.36445 -2.80364 0.54934
10 H -0.33858 -0.13171 -1.55692
11 H 2.01966 -0.64360 0.58058
12 H 2.23592 0.72106 -0.70322
13 H 1.80749 -1.07191 -1.13215
14 H -0.96398 3.12941 1.02399
15 H -1.85610 1.62815 0.60562
16 H -0.32090 -1.13234 1.53642


Verdict on stability: arrangement Q comes out on top.


Arrangement P

C5H12S | ωB97M-V/def2-TZVPD

Results
Total charge: 0
Frontier orbital gap in eV: 9.59
Structure (SMILES): C=CC.CSC
Multiplicity: 1

Element x y z (Å)
1 C -1.14825 0.43983 -1.45054
2 C -2.35339 -0.01255 -1.06886
3 C -2.72299 -0.06093 0.45462
4 H -0.78448 0.56163 -2.50285
5 H -0.31517 0.60630 -0.71201
6 H -3.25472 -0.03588 -1.74702
7 H -1.83339 -0.05996 1.07609
8 H -3.42951 0.79188 0.68275
9 H -3.38550 -0.86846 0.55782
10 C 2.15883 0.33493 1.80960
11 S 1.54149 -1.11306 0.94086
12 C 2.06755 -0.67563 -0.74813
13 H 1.92266 0.22980 2.92988
14 H 1.79825 1.24771 1.34828
15 H 3.22196 0.45450 1.84175
16 H 1.66226 0.24292 -1.18749
17 H 3.18490 -0.50335 -0.84867
18 H 1.66949 -1.57968 -1.37607


Arrangement Q

C5H12S | ωB97M-V/def2-TZVPD

Results
Total charge: 0
Frontier orbital gap in eV: 9.41
Structure (SMILES): C=CC.CSC
Multiplicity: 1

Element x y z (Å)
1 C -0.84066 -1.94099 1.82713
2 C -0.27122 -0.74208 1.78348
3 C -0.77678 0.45496 2.49419
4 H -0.57384 -2.82168 1.25517
5 H -1.80444 -2.10236 2.30598
6 H 0.69375 -0.65584 1.29816
7 H -1.03272 1.32578 1.89026
8 H -1.73010 0.25264 2.99785
9 H -0.08254 0.72113 3.29550
10 C -0.64370 1.48659 -1.65308
11 S 0.96539 0.78588 -1.22401
12 C 0.81990 -0.96443 -1.61338
13 H -1.41782 0.80810 -1.30708
14 H -0.75066 1.67795 -2.72638
15 H -0.62734 2.51653 -1.29101
16 H 1.82618 -1.23442 -1.92659
17 H 0.35536 -1.47525 -0.78032
18 H 0.22116 -1.14424 -2.51073


Verdict on stability: arrangement Q comes out on top.


Arrangement P

H5NOSSi | ωB97M-V/def2-TZVPD

Results
Total charge: 0
Frontier orbital gap (alpha / beta) in eV: 6.92 / 6.92
Multiplicity: 1

Element x y z (Å)
1 N -2.01510 -0.78876 0.08013
2 O 0.41170 1.56160 0.35356
3 Si 0.78250 0.26536 -0.49968
4 S 2.33830 -0.98075 0.18649
5 H -2.47762 -0.02135 0.54160
6 H -1.95608 -0.46868 -0.89546
7 H 0.57125 1.67625 1.24877
8 H 0.92509 0.61479 -1.90856
9 H 1.41996 -1.85845 0.89316


Arrangement Q

H5NOSSi | ωB97M-V/def2-TZVPD

Results
Total charge: 0
Frontier orbital gap in eV: 8.41
Structure (SMILES): N[SiH]=S.O
Multiplicity: 1

Element x y z (Å)
1 N 0.16843 2.04213 0.22102
2 Si -0.35956 0.58466 -0.79229
3 S -1.87733 -0.48712 0.02705
4 H 1.11919 1.82205 0.54583
5 H -0.48322 2.46376 0.85751
6 H 0.66747 0.44116 -1.87657
7 O 0.46870 -1.89521 0.15578
8 H 0.44834 -2.89338 0.07822
9 H -0.15203 -2.07805 0.78345


Verdict on stability: arrangement Q comes out on top.


Arrangement P

C2H6O2S | ωB97M-V/def2-TZVPD

Results
Total charge: 0
Frontier orbital gap in eV: 9.91
Structure (SMILES): OC(O)CS
Multiplicity: 1

Element x y z (Å)
1 O -1.30678 -0.56317 0.06111
2 C -0.30188 0.25385 0.50672
3 O -0.13826 0.16018 1.89423
4 C 0.94180 -0.00426 -0.30500
5 S 0.74295 0.35819 -2.12520
6 H -2.04243 -0.76434 0.63622
7 H -0.72403 1.32552 0.18110
8 H 0.56056 -0.46187 1.93081
9 H 1.15690 -0.99585 -0.36602
10 H 1.67044 0.72436 -0.22723
11 H -0.55927 -0.03260 -2.18674


Arrangement Q

C2H6O2S | ωB97M-V/def2-TZVPD

Results
Total charge: 0
Frontier orbital gap in eV: 9.88
Structure (SMILES): O=CO.CS
Multiplicity: 1

Element x y z (Å)
1 O -4.71511 0.12108 -1.46743
2 C -5.58649 0.72538 -2.01360
3 O -6.89263 0.41454 -1.94181
4 H -5.49918 1.61739 -2.63163
5 H -6.97449 -0.42103 -1.43951
6 C 4.82914 -0.44928 2.04989
7 S 4.52246 -0.54782 0.27716
8 H 4.08352 -1.10282 2.50143
9 H 5.81895 -0.75504 2.36785
10 H 4.68927 0.54378 2.46286
11 H 5.72455 -0.14618 -0.16521


Arrangement R

C2H6O2S | ωB97M-V/def2-TZVPD

Results
Total charge: 0
Frontier orbital gap in eV: 10.18
Multiplicity: 1

Element x y z (Å)
1 C -1.83896 -1.00072 0.17019
2 C -1.71582 0.25594 0.60262
3 O 4.57312 0.18220 -0.69458
4 O 2.10475 -0.57725 0.08218
5 S 3.37712 -0.05247 0.50198
6 H -2.79741 -1.53495 0.31655
7 H -0.93804 -1.58462 -0.30170
8 H 5.30067 -0.48853 -0.62260
9 H -2.60036 0.77772 0.98047
10 H -0.80969 0.75843 0.44001
11 H 3.06606 1.53178 0.63554


Verdict on stability: arrangement Q comes out on top.